No. 1
Formula: C28H35BiN3O4PS
Source: the Open Molecules 2025 dataset
Level of theory: ωB97M-V/def2-TZVPD

The energy relative to the best compared isomer or geometry (same formula, charge and spin) is 48.2 kJ/mol.

ORCA input file:
```
! RIJCOSX wB97M-V def2-TZVPD def2/J DEFGRID3
* xyz 2 1
C 1.76 2.79 0.67
H -3.11 -0.65 2.50
O -5.35 1.97 -0.06
C -1.75 -2.56 0.43
H 1.76 2.17 4.43
C -2.21 -0.24 2.92
H -1.60 -3.64 0.46
C 0.97 1.01 -3.60
C 0.94 -2.32 1.56
C 2.56 -3.07 3.69
H 0.04 3.56 -3.65
N 0.90 1.91 1.20
C 2.66 3.47 1.45
H -5.72 0.23 -1.13
C -0.33 -1.94 -2.51
H -2.39 -2.31 -0.41
C 1.52 -3.97 -2.86
H -7.12 1.08 -0.41
H -0.80 2.51 -4.82
H 2.78 -2.15 0.45
O 2.42 1.26 -1.64
H -1.76 3.96 -0.29
C 1.78 2.35 3.37
H 2.93 -0.74 -1.95
H 2.25 -4.76 -2.99
C -6.09 0.76 -0.26
H 3.19 -3.39 4.51
H 1.72 2.90 -0.40
H -0.69 -2.58 2.95
H 3.34 4.18 0.99
C 2.32 -2.39 1.40
H 1.78 -3.92 -0.74
S -0.47 0.48 4.67
H 2.18 2.72 -3.02
C -0.66 2.72 -3.75
H -2.53 -0.74 5.04
H 0.93 -0.05 -3.35
H 4.30 0.39 -1.77
H -6.02 0.12 0.62
O -3.40 0.85 -0.03
C -0.11 -2.46 -3.77
H 1.04 -3.85 -4.94
C 3.28 0.16 -1.43
P -0.12 -1.75 0.20
C -0.21 0.89 3.01
C -4.04 1.90 0.05
C 1.27 -3.49 -1.58
H 3.29 -0.01 -0.36
C 0.84 -3.46 -3.95
C 2.24 1.62 -3.00
H 3.11 1.31 -3.60
N -2.13 3.33 0.42
C -1.94 -0.30 4.26
C 0.36 -2.45 -1.41
H -1.96 3.73 1.34
C 1.19 -2.97 3.86
H -4.16 3.91 0.26
H -1.62 3.00 -3.32
C -1.22 0.43 2.19
H -2.22 -2.23 1.35
C 0.38 -2.61 2.80
C 0.86 1.71 2.53
H -1.05 -1.14 -2.37
H -0.67 -2.10 -4.62
C 3.12 -2.80 2.46
H 0.98 1.13 -4.69
O -0.22 1.57 -3.06
H 4.19 -2.89 2.31
Bi -0.82 0.86 0.05
N -3.51 3.13 0.23
C 2.69 3.24 2.82
H 3.39 3.76 3.45
H 0.75 -3.18 4.83
*
```

=====

No. 2
Formula: C28H35Br3F3N4O9PS3
Source: the Open Molecules 2025 dataset
Level of theory: ωB97M-V/def2-TZVPD

The SMILES is O=NO[C@@H]1[C@@H](CC[C@](F)(Br)C(F)(F)Br)[C@@H](P(O)O)[C@](CCCSC(=S)N2CCOCC2)(CC(=O)Br)OS1(=O)=O.c1ccncc1.c1ccncc1. The energy relative to the best compared isomer or geometry (same formula, charge and spin) is 0.0 kJ/mol.

ORCA input file:
```
! RIJCOSX wB97M-V def2-TZVPD def2/J DEFGRID3
* xyz 0 1
N -3.75 4.16 -2.98
H 1.09 0.08 4.79
C 7.04 1.42 -1.34
H -0.35 -2.57 2.48
H 1.75 -2.69 0.78
H 8.84 1.89 -0.26
H -5.42 3.40 -2.06
C -5.71 -1.11 1.88
H -6.74 0.58 1.06
H -6.58 -1.74 2.05
C -5.95 4.41 -3.89
H -3.49 1.77 1.39
C -4.07 5.33 -5.04
Br -0.75 -3.78 -0.03
C -4.07 -0.09 -0.67
P 1.01 0.55 2.69
N -4.80 0.54 0.32
C 1.06 1.23 -0.38
H -7.00 4.21 -3.80
C -3.92 0.78 1.50
H 0.14 0.51 -2.26
C -1.34 0.38 -0.72
C -5.06 3.95 -2.93
C 2.66 -0.42 -2.25
H -3.08 0.09 1.51
H -1.36 0.50 0.36
N 8.76 2.95 -2.02
C -0.10 -5.00 1.34
C 0.68 -2.87 2.59
H 8.49 3.91 -3.80
C -1.29 -5.71 2.02
O 4.65 -1.51 0.18
C 6.83 2.60 -3.40
C -0.11 1.04 -1.35
S -4.17 -1.64 -1.16
C -4.67 0.77 2.83
H 0.76 1.86 0.45
O 4.63 -4.15 3.98
Br 1.92 -0.88 -4.02
H 2.49 -1.93 -0.82
H -0.42 2.03 -1.66
Br -2.40 -6.68 0.77
F 0.59 -5.98 0.68
O 3.64 0.28 -2.18
H -0.04 -0.87 1.05
H 1.87 -4.63 2.09
C 1.93 -1.03 -1.08
F -0.82 -6.58 2.93
H 6.30 2.84 -4.31
N 3.98 -3.21 3.83
H 2.96 -1.32 3.22
O 3.06 0.40 0.58
C -6.03 -0.18 0.73
C 1.01 -0.70 1.27
H 1.00 -2.67 3.61
C 1.75 -0.06 0.09
H -1.11 0.87 3.11
O -5.55 -0.32 3.04
H -4.85 -1.74 1.69
H 6.68 0.71 -0.60
H 5.37 1.19 -2.66
O 4.92 -0.07 2.07
O 0.76 -0.39 4.02
H -1.30 -0.70 -0.92
C 6.32 1.69 -2.49
H -5.18 1.72 2.97
F -2.03 -4.79 2.67
H 0.97 -1.37 -1.45
C 0.85 -4.38 2.37
S -2.86 1.00 -1.47
H -6.50 -0.68 -0.10
C 2.99 -1.82 2.26
O 3.72 -3.00 2.44
O -0.49 1.21 2.46
S 4.01 -0.73 1.19
H -3.91 0.72 3.61
C 8.25 2.07 -1.15
H 0.67 -4.87 3.32
C 8.05 3.19 -3.12
C -5.44 5.11 -4.97
H -6.09 5.48 -5.75
C 1.60 -2.06 1.65
H -3.63 5.87 -5.87
H -2.20 4.98 -4.04
C -3.27 4.83 -4.02
H 1.83 1.78 -0.92
*
```

=====

No. 3
Formula: C28H35Cl2CsF4N4O3SSi
Source: the Open Molecules 2025 dataset
Level of theory: ωB97M-V/def2-TZVPD

The energy relative to the best compared isomer or geometry (same formula, charge and spin) is 130.9 kJ/mol.

ORCA input file:
```
! RIJCOSX wB97M-V def2-TZVPD def2/J DEFGRID3
* xyz -2 1
H -2.81 2.80 1.86
H 0.97 2.76 -8.47
C -0.15 1.49 -5.72
H -1.06 -3.04 5.99
C -0.05 -1.07 -4.74
H -0.06 -3.77 3.81
C 5.48 -1.33 0.74
Cs 0.10 1.69 -0.15
N -1.04 -3.09 -0.17
F 3.42 -0.25 0.71
H -1.59 -1.35 -1.15
Cl 1.39 5.73 2.70
O -3.68 2.41 1.73
N 2.12 -2.55 0.11
H 0.06 4.27 -8.56
C 0.04 3.25 -8.16
C -3.75 1.17 2.42
H -0.06 -2.15 1.90
H -3.06 0.44 1.98
H -4.77 0.80 2.28
H -1.39 1.82 3.56
C 0.08 -0.89 -6.11
H -1.86 4.65 -5.05
C -1.62 -4.32 0.32
H -4.02 0.58 4.49
C 0.11 -3.32 -1.04
C -1.82 4.21 -6.04
H 7.38 -2.39 0.75
H -1.77 1.55 5.26
C -0.47 -2.78 3.93
C -0.20 5.03 3.02
C -1.52 -1.08 5.24
C -0.46 -1.88 2.87
C 1.29 4.32 -5.65
C -1.03 -2.37 5.13
N -0.23 -0.08 -3.87
O 0.48 3.06 1.83
S -0.53 2.46 -3.21
C 4.13 -1.40 0.60
H -1.95 4.99 -6.79
H 1.12 -4.35 0.57
Cl -0.35 4.56 4.73
C -2.04 -2.28 -0.82
C 1.39 -3.73 -0.30
C 3.40 -2.62 0.33
H -2.65 3.51 -6.12
H 0.22 -1.73 -6.77
C -3.45 1.32 3.92
H 1.96 -4.38 -0.98
C -1.95 1.19 4.24
F 6.39 -4.80 0.48
F 3.77 -5.03 0.31
H -0.14 -4.07 -1.82
C -0.29 1.19 -4.33
H -2.42 -4.09 1.03
C -1.45 -0.23 4.14
H 1.18 4.53 -4.59
C 0.03 0.42 -6.59
C -0.49 3.75 2.16
O -1.71 3.57 1.94
H 0.33 -2.37 -1.54
H -2.85 -2.05 -0.11
C 5.64 -3.66 0.50
H -1.93 -0.72 6.18
H -2.48 -2.79 -1.69
H 2.23 3.78 -5.79
H 0.12 0.60 -7.66
H 1.35 5.27 -6.19
H -3.79 2.31 4.21
H -2.05 -4.94 -0.50
F 6.07 -0.13 0.95
N -0.96 -0.64 2.97
C 4.28 -3.76 0.36
H -0.94 5.80 2.84
H -0.78 2.72 -8.65
Si -0.17 3.29 -6.26
H 0.00 -2.07 -4.31
H -0.87 -4.92 0.83
C 6.31 -2.45 0.67
*
```

=====

No. 4
Formula: C28H35ClF21O17S
Source: the Open Molecules 2025 dataset
Level of theory: ωB97M-V/def2-TZVPD

The energy relative to the best compared isomer or geometry (same formula, charge and spin) is 312.5 kJ/mol.

ORCA input file:
```
! RIJCOSX wB97M-V def2-TZVPD def2/J DEFGRID3
* xyz -1 1
H -7.20 4.23 -0.14
H 8.85 2.26 -2.21
O 4.42 -0.21 2.06
H 1.73 0.61 3.49
C -3.06 1.41 8.06
H 3.94 -1.78 0.21
O -0.31 0.27 3.79
F -2.34 1.35 10.36
H -8.15 2.76 0.19
H -4.66 -0.99 -0.56
H 4.35 -1.41 -1.47
F 1.03 -8.21 -6.41
C -6.06 2.61 0.75
H -3.21 -1.23 -1.53
H -5.77 2.16 -0.21
F -3.76 5.27 3.98
C -2.19 -4.04 -5.95
F -4.47 1.65 10.00
C 10.08 3.15 -0.64
F -3.06 3.26 9.59
H -6.19 1.79 1.46
H 10.18 4.11 -0.13
O 5.14 -0.09 -0.12
C 5.21 0.21 1.22
H 9.87 2.37 0.10
O -4.16 1.74 7.30
O -2.07 0.84 7.61
C 10.13 5.28 -4.54
C -4.92 3.79 2.47
C 8.96 3.21 -1.67
C 4.06 -0.96 -0.51
H 2.45 0.27 0.26
H 0.54 2.84 3.45
F -5.11 -1.84 -5.94
S 2.03 -4.86 -1.67
C -3.71 4.67 2.76
O -0.62 -5.19 -7.39
O 2.35 -3.36 -1.50
H -0.03 2.57 5.09
F 1.15 -7.34 -8.41
O 2.03 -5.24 -3.19
C 0.79 2.35 4.40
H 8.01 3.40 -1.17
F 1.80 -6.19 -6.67
C 2.78 -0.17 -0.69
F 7.59 0.40 1.47
C -7.35 3.40 0.57
H -3.79 -0.75 6.24
F -2.54 3.97 2.73
O -5.29 -2.71 -2.48
F -2.43 -0.03 0.93
O 9.17 4.30 -2.58
C -1.90 -4.55 -7.34
C 10.03 4.06 -3.62
H -7.67 3.84 1.51
H -1.39 -3.38 -5.60
O -1.55 -7.11 -6.56
F -2.90 -0.04 3.05
O 10.61 2.98 -3.80
H 1.71 2.78 4.79
C -0.57 -6.49 -6.96
F 10.25 6.45 -3.84
F 9.02 5.42 -5.32
H -2.69 -5.23 -7.69
H -3.13 1.57 5.49
H 1.20 0.38 5.16
F -6.64 -1.43 -4.45
Cl 3.55 -5.98 -0.72
O 0.46 -5.22 -1.04
H -5.49 -0.28 6.19
F -1.81 -1.71 2.17
C -4.66 -2.56 -3.68
C -3.86 -1.71 -0.80
H 2.93 0.65 -1.39
C 6.42 1.10 1.50
H -4.55 -0.35 4.68
C -3.23 1.91 9.49
C -4.11 1.36 5.92
C -4.45 -2.99 -1.35
H -2.26 -4.86 -5.23
H -4.83 2.00 5.39
C -4.51 -0.09 5.74
F -3.57 5.68 1.85
H -3.13 -3.48 -5.93
O 0.13 0.87 1.63
C 0.84 -7.06 -7.11
O -4.99 3.48 1.14
O -5.70 3.36 3.32
H -5.08 -3.46 -0.59
C 0.94 0.85 4.21
O -3.44 -2.65 -3.83
F -6.33 -3.47 -5.15
H -1.87 -3.72 -8.04
C -0.60 0.34 2.46
C -1.93 -0.35 2.15
H 11.04 2.93 -1.12
H -3.28 -1.90 0.11
F 11.19 5.23 -5.39
F 6.37 1.70 2.72
F 6.56 2.11 0.59
H -3.67 -3.71 -1.61
C -5.68 -2.32 -4.80
H 1.98 -0.82 -1.07
*
```

=====

| no. | total energy (Eh) | E_HOMO (eV) |
| --- | --- | --- |
| 1 | -2506.81661 | -13.84 |
| 2 | -11541.57002 | -8.59 |
| 3 | -3560.46751 | -1.53 |
| 4 | -5322.70043 | -5.96 |